ORCA calculation (the ωB97M-V functional and the def2-TZVPD basis) on a molecular structure, C6H11ClN2 in a non-equilibrium geometry.

Structure (ORCA input):
```
! wB97M-V def2-TZVPD RIJCOSX def2/J DEFGRID3
* xyz 0 1
C -0.689 1.455 -0.982
C 0.527 1.747 -0.387
C -0.988 0.109 -0.602
C -1.898 -0.930 -1.325
C 2.111 0.742 1.097
C 0.322 -1.582 0.680
N 0.968 0.687 0.244
N 0.112 -0.374 -0.004
Cl -2.394 0.456 1.170
H -1.285 2.159 -1.587
H 1.226 2.572 -0.138
H -2.451 -1.711 -0.723
H -1.349 -1.278 -2.102
H -2.840 -0.355 -1.722
H 2.860 0.053 0.608
H 2.563 1.692 1.136
H 1.823 0.419 2.188
H 1.328 -1.425 1.262
H -0.500 -1.971 1.294
H 0.553 -2.464 -0.108
*
```

Molar mass in Da: 146.62
Orbital gap in eV: 7.980
Energy relative to the best compared isomer or geometry (same formula, charge and spin) in kcal per mole: 51.4
Max |F| in eV/A: 5.33
DFT total energy in eV: -21900.260

Atomic partial charges in e from the natural (NBO) method, atoms 1 to 5: C -0.359; C 0.048; C 0.352; C -0.646; C -0.420